Record 1
{
  "formula": "C24H30BCrIN4O3S",
  "method": "ωB97M-V with the def2-TZVPD basis set",
  "elements": ["Cr", "C", "C", "C", "C", "C", "C", "C", "C", "C", "C", "C", "C", "C", "C", "C", "N", "H", "H", "H", "H", "H", "H", "H", "H", "H", "H", "N", "C", "N", "S", "H", "H", "H", "H", "C", "C", "C", "O", "B", "O", "C", "C", "C", "H", "H", "H", "H", "H", "H", "H", "H", "H", "H", "H", "H", "N", "C", "O", "C", "I", "H", "H", "H", "H"],
  "coordinates": [[0.0465, 0.1933, -0.1076], [4.4667, 0.6380, -1.0154], [4.8648, -0.3393, -0.1203], [3.8982, -1.1609, 0.4351], [2.5540, -0.9514, 0.1504], [2.0947, 0.1901, -0.5787], [3.1141, 0.9058, -1.2225], [1.5823, -2.0548, 0.2748], [1.8603, -3.3508, 0.7638], [0.9518, -4.3420, 0.5715], [-0.2467, -4.0910, -0.1385], [-1.1713, -5.1051, -0.4752], [-2.2866, -4.8122, -1.2039], [-2.5349, -3.4846, -1.6150], [-1.6647, -2.4813, -1.2925], [-0.4931, -2.7666, -0.5516], [0.4188, -1.7735, -0.2902], [5.2119, 1.2149, -1.5524], [5.9152, -0.5050, 0.0891], [4.2020, -2.0028, 1.0461], [2.8551, 1.6980, -1.9115], [2.7969, -3.5524, 1.2672], [1.1544, -5.3473, 0.9261], [-0.9769, -6.1239, -0.1577], [-2.9800, -5.5988, -1.4806], [-3.4223, -3.2641, -2.1952], [-1.8316, -1.4694, -1.6351], [-3.3225, 3.5246, 0.7842], [-2.2320, 2.7514, 0.8273], [-1.4392, 2.8709, 1.8948], [-1.9562, 1.6634, -0.4461], [-3.5683, 4.1459, 1.5361], [-3.9734, 3.4036, 0.0294], [-1.5960, 3.6371, 2.5296], [-0.4703, 2.6085, 1.7706], [3.2973, 3.8884, 0.8921], [1.7987, 3.9494, 0.6261], [1.1700, 4.9434, 1.5820], [1.2692, 2.6245, 0.9106], [0.9872, 1.9770, -0.3042], [1.0684, 2.8542, -1.3638], [1.4249, 4.1753, -0.8886], [2.5722, 4.6969, -1.7377], [0.2039, 5.0528, -1.1019], [3.4536, 3.6218, 1.9387], [3.7741, 4.8541, 0.7024], [3.7752, 3.1263, 0.2775], [1.3951, 4.6472, 2.6094], [0.0881, 5.0124, 1.4585], [1.5940, 5.9374, 1.4181], [3.4407, 4.0397, -1.6960], [2.8700, 5.6977, -1.4123], [2.2408, 4.7582, -2.7764], [-0.6667, 4.6598, -0.5722], [-0.0312, 5.0654, -2.1669], [0.3888, 6.0790, -0.7724], [-1.8857, -0.6682, 3.6866], [-1.9424, -0.6905, 2.3555], [-0.9547, -0.3941, 1.6858], [-3.2633, -1.0409, 1.7308], [-3.8485, -3.0259, 2.2676], [-1.0006, -0.5066, 4.1344], [-2.6405, -1.0407, 4.2368], [-3.1945, -1.0071, 0.6543], [-4.0521, -0.3879, 2.0897]],
  "forces_ev_per_a": [[-1.328, 0.334, -0.418], [0.004, -0.051, -0.006], [0.116, 0.085, -0.030], [-0.050, -0.078, 0.038], [-0.012, -0.033, -0.063], [0.348, 0.098, 0.252], [-0.035, -0.087, -0.012], [-0.072, 0.203, -0.079], [0.201, -0.040, 0.167], [0.020, -0.156, 0.034], [-0.049, 0.064, -0.026], [0.033, -0.086, 0.056], [-0.151, -0.019, -0.072], [-0.032, -0.070, 0.063], [0.140, 0.025, 0.124], [0.070, 0.056, 0.093], [-0.039, -0.963, -0.170], [-0.049, -0.012, 0.029], [-0.081, 0.000, -0.016], [0.008, 0.020, -0.056], [0.026, -0.001, 0.071], [-0.080, 0.018, -0.050], [-0.023, 0.055, -0.015], [0.035, 0.063, -0.011], [0.047, 0.087, 0.049], [0.044, 0.000, -0.012], [-0.041, 0.106, -0.021], [-0.141, -0.095, -0.042], [-0.114, 0.016, 0.063], [-0.088, 0.031, -0.057], [0.282, -0.060, 0.005], [0.018, 0.028, -0.020], [-0.054, 0.019, -0.044], [-0.046, 0.035, 0.063], [0.402, -0.209, 0.010], [0.005, -0.010, 0.003], [0.123, -0.032, -0.139], [-0.053, 0.126, 0.062], [-0.106, 0.067, -0.126], [0.175, 0.564, 0.360], [0.120, -0.159, 0.153], [0.025, -0.056, 0.049], [-0.001, -0.002, -0.082], [-0.092, 0.107, 0.030], [0.016, 0.020, -0.033], [-0.038, -0.118, 0.024], [0.006, 0.025, 0.027], [-0.005, 0.026, -0.046], [0.116, 0.029, 0.010], [-0.054, -0.050, 0.045], [-0.045, 0.066, 0.004], [-0.004, -0.084, -0.036], [0.036, 0.019, 0.068], [0.028, 0.018, -0.028], [-0.017, 0.009, 0.048], [-0.045, -0.087, -0.051], [-0.125, -0.054, 0.189], [-0.040, 0.104, 0.132], [0.541, 0.139, -0.488], [-0.012, -0.216, 0.091], [0.022, 0.009, -0.073], [0.090, 0.049, 0.016], [-0.023, -0.022, 0.040], [0.061, 0.054, -0.137], [-0.011, 0.079, -0.004]],
  "mulliken_charge": [-0.61, -0.60, -0.99, -0.57, 0.91, 0.30, -0.67, 0.94, -1.05, -0.97, 1.13, -0.79, -0.64, -0.69, -0.77, 0.20, 0.27, 0.45, 0.42, 0.38, 0.78, 0.39, 0.45, 0.42, 0.41, 0.44, 0.52, -0.45, 0.86, -0.21, -0.41, 0.20, 0.23, 0.28, 0.18, -1.76, 1.87, -2.03, -0.57, 0.23, -0.12, 1.82, -1.94, -1.70, 0.51, 0.38, 0.19, 0.42, 0.43, 0.39, 0.38, 0.37, 0.44, 0.12, 0.51, 0.36, -0.29, 0.44, -0.57, -1.04, 0.12, 0.28, 0.22, 0.27, 0.53],
  "energy_ha": -3142.3850,
  "multiplicity": 2,
  "homo_lumo_gap_ev": [7.436, 7.097],
  "total_charge": 1
}

***

Record 2
{
  "formula": "C26H30N4NiO4S",
  "method": "ωB97M-V with the def2-TZVPD basis set",
  "elements": ["Ni", "C", "C", "C", "C", "N", "C", "C", "C", "C", "C", "C", "C", "H", "H", "H", "H", "H", "H", "H", "H", "C", "C", "C", "C", "C", "C", "C", "H", "H", "H", "H", "H", "H", "H", "O", "S", "O", "O", "O", "C", "N", "C", "C", "N", "H", "H", "H", "H", "H", "H", "C", "C", "C", "C", "C", "N", "H", "H", "H", "H", "H", "H", "H", "H", "H"],
  "coordinates": [[-0.6164, 0.2465, 0.8150], [-1.4926, 2.3484, 4.7314], [-2.1373, 3.5188, 4.2767], [-2.1468, 3.7741, 2.9339], [-1.5479, 2.8784, 2.0262], [-0.8941, 1.7563, 2.4963], [-0.9048, 1.5193, 3.7942], [-1.6173, 2.9687, 0.6089], [-2.0612, 4.1126, -0.0951], [-2.1484, 4.1244, -1.4672], [-1.7797, 2.9994, -2.1942], [-1.2944, 1.8772, -1.5159], [-1.2345, 1.8171, -0.1368], [-1.4836, 2.0916, 5.7807], [-2.6396, 4.1777, 4.9772], [-2.6531, 4.6510, 2.5576], [-0.4337, 0.6004, 4.1151], [-2.3263, 5.0030, 0.4623], [-2.5087, 5.0122, -1.9813], [-1.8528, 2.9948, -3.2778], [-0.9535, 1.0384, -2.1066], [1.8683, 0.3280, 2.5554], [2.6474, -0.3561, 1.6941], [2.8113, -1.7738, 1.8006], [3.7014, -2.4529, 1.0331], [4.5427, -1.7465, 0.1284], [4.3786, -0.4209, -0.0798], [3.2556, 0.3392, 0.5131], [1.7601, 1.4005, 2.5119], [1.3724, -0.1950, 3.3539], [2.1925, -2.2897, 2.5195], [3.8182, -3.5261, 1.1258], [5.3486, -2.2850, -0.3661], [5.0651, 0.1066, -0.7333], [3.5642, 1.3632, 0.7691], [-2.0705, -0.5689, 1.8262], [-1.3151, -1.8675, 1.8157], [-2.1746, -2.9515, 1.3075], [-0.1637, -1.6559, 0.8715], [-0.8266, -2.2010, 3.1549], [3.4213, 1.6996, -2.2325], [2.4308, 0.7233, -1.8867], [2.4431, -0.4800, -2.6656], [2.0385, 0.5505, -0.5133], [0.8476, 0.5808, -0.2294], [4.4472, 1.3028, -2.3440], [3.4268, 2.4797, -1.4738], [3.1496, 2.1547, -3.1944], [3.3947, -1.0371, -2.5879], [2.2736, -0.2331, -3.7197], [1.6381, -1.1154, -2.3061], [-2.1821, -2.5562, -3.3696], [-2.3125, -2.8775, -1.8712], [-1.0945, -3.6466, -1.3613], [-3.5888, -3.6721, -1.5744], [-2.3887, -1.6077, -1.1685], [-2.4636, -0.5413, -0.7586], [-2.1038, -3.4794, -3.9448], [-1.2906, -1.9568, -3.5440], [-3.0459, -1.9914, -3.7186], [-1.0459, -4.6351, -1.8226], [-1.1897, -3.7299, -0.2771], [-0.1763, -3.0995, -1.5613], [-3.5755, -4.6254, -2.1050], [-4.4777, -3.1155, -1.8708], [-3.6236, -3.8505, -0.5020]],
  "forces_ev_per_a": [[0.936, 1.262, -1.690], [-0.641, 0.923, -0.069], [0.607, -1.072, 0.749], [-0.002, 0.043, -0.821], [0.633, -1.352, 2.270], [-0.677, 1.921, 0.052], [-0.062, 0.036, 0.235], [0.041, -0.018, -3.028], [0.155, -0.151, 0.893], [-0.263, 0.403, -0.187], [0.409, -0.742, 0.397], [-0.316, 0.950, -1.184], [-0.638, 0.837, 1.855], [0.028, -0.051, 0.069], [0.061, 0.035, -0.027], [-0.080, 0.044, -0.085], [0.038, -0.155, -0.045], [-0.069, 0.204, -0.020], [0.023, -0.006, 0.057], [0.020, 0.025, -0.011], [0.013, -0.139, 0.096], [0.793, -0.464, -0.205], [-0.013, 1.226, 0.589], [0.351, -1.016, -0.314], [-0.858, -0.086, 0.894], [0.575, 0.987, -0.618], [0.452, -0.519, -0.126], [-0.473, 0.121, 0.167], [-0.010, 0.083, -0.120], [-0.287, -0.187, 0.071], [-0.144, -0.069, 0.065], [-0.104, -0.022, 0.076], [-0.039, 0.105, -0.034], [-0.027, -0.070, -0.038], [0.048, -0.186, 0.045], [-0.212, -0.257, 0.413], [-0.848, -2.096, 1.201], [-0.105, 0.132, 0.039], [-0.035, -0.197, 0.509], [0.221, 0.281, 0.155], [-0.155, -0.202, -0.096], [0.629, -0.014, -0.531], [0.121, 0.141, -0.126], [-0.704, 0.350, 0.215], [1.215, -0.378, -0.309], [0.060, 0.018, 0.032], [0.058, 0.129, 0.003], [0.100, 0.105, -0.003], [-0.028, -0.037, -0.070], [-0.043, -0.115, -0.127], [-0.099, -0.116, -0.076], [-0.046, -0.025, 0.164], [0.137, -0.528, -0.281], [0.061, -0.054, 0.165], [0.084, 0.071, 0.103], [-0.132, 0.251, -0.305], [-0.851, -0.081, -0.549], [0.000, -0.103, -0.026], [0.071, 0.036, -0.033], [-0.069, 0.032, -0.051], [-0.031, -0.064, -0.135], [0.103, -0.163, -0.157], [0.099, 0.047, -0.070], [0.058, -0.066, -0.065], [-0.058, 0.046, -0.038], [-0.078, -0.045, 0.092]],
  "nbo_charge": [1.10, -0.31, -0.19, -0.27, 0.20, -0.44, 0.08, -0.12, -0.22, -0.29, -0.22, -0.24, -0.15, 0.20, 0.19, 0.20, 0.21, 0.17, 0.18, 0.18, 0.21, -0.36, -0.02, -0.14, -0.28, -0.27, -0.16, -0.40, 0.20, 0.20, 0.23, 0.19, 0.18, 0.18, 0.21, -1.04, 2.56, -1.08, -1.06, -1.06, -0.39, -0.51, -0.40, 0.36, -0.64, 0.14, 0.20, 0.17, 0.15, 0.16, 0.22, -0.58, -0.17, -0.62, -0.59, 0.34, -0.34, 0.19, 0.22, 0.20, 0.17, 0.30, 0.22, 0.18, 0.20, 0.26],
  "energy_ha": -3435.1422,
  "multiplicity": 1,
  "relative_energy_ev": 2.451,
  "homo_lumo_gap_ev": [5.563, 5.368],
  "total_charge": -2
}

***

Record 3
{
  "formula": "H4O3SSi",
  "method": "ωB97M-V with the def2-TZVPD basis set",
  "elements": ["O", "O", "O", "Si", "S", "H", "H", "H", "H"],
  "coordinates": [[0.7529, -0.3289, 1.5353], [0.7942, -0.9822, -1.0491], [0.6011, 1.6056, -0.1511], [0.2232, 0.0601, 0.0535], [-2.5928, -0.0223, -0.0535], [1.0226, 0.3978, 2.1082], [0.9999, -1.8924, -0.9768], [0.2565, 2.2551, -0.8090], [-2.0575, -1.0928, -0.6575]],
  "forces_ev_per_a": [[0.007, -0.160, -0.019], [-0.648, 1.851, -0.205], [-0.145, 1.240, -1.118], [-2.264, -0.200, 0.300], [3.366, 0.016, 0.073], [-0.187, -0.087, -0.063], [0.137, -1.168, 0.409], [0.273, -1.194, 0.832], [-0.538, -0.298, -0.208]],
  "nbo_charge": [-1.12, -1.12, -1.14, 2.27, -0.60, 0.52, 0.53, 0.54, 0.11],
  "energy_ha": -915.9191,
  "multiplicity": 1,
  "relative_energy_ev": 1.471,
  "homo_lumo_gap_ev": 8.548,
  "total_charge": 0
}